[1]
{"formula": "C4H9NO", "method": "the ωB97M-V functional and the def2-TZVPD basis", "e_homo_ev": -8.8842, "smiles": "C=CN.CC=O", "elements": ["O", "N", "C", "C", "C", "C", "H", "H", "H", "H", "H", "H", "H", "H", "H"], "coordinates": [[-0.272, 2.313, 1.177], [1.113, -0.413, 0.290], [1.922, -1.379, -0.410], [-1.260, 2.374, 0.471], [1.497, -2.595, -0.706], [-2.080, 1.196, 0.133], [-3.107, 1.458, -0.139], [2.955, -1.032, -0.519], [1.136, -0.620, 1.259], [0.940, 0.372, -0.283], [-2.253, 0.526, 0.980], [-1.417, 3.412, 0.129], [-1.610, 0.583, -0.638], [0.413, -2.716, -0.710], [2.022, -3.481, -1.034]], "forces_ev_per_a": [[-0.3, -0.6, -0.1], [0.4, -2.7, -2.2], [0.8, 0.5, 0.8], [1.8, 1.0, 1.1], [-1.2, 0.0, -0.4], [-1.5, -0.6, 0.0], [0.3, 0.2, -0.5], [0.0, -0.6, -0.2], [-0.5, 1.2, 0.6], [-0.2, 1.4, 1.0], [0.7, 0.2, 0.2], [-1.0, -0.3, -0.7], [0.0, 0.2, -0.1], [0.1, -0.2, 0.5], [0.6, 0.4, -0.2]]}



[2]
{"formula": "C3H13NO3", "method": "the ωB97M-V functional and the def2-TZVPD basis", "e_homo_ev": -9.1293, "smiles": "C=CCN.O.O.O", "elements": ["O", "O", "O", "N", "C", "C", "C", "H", "H", "H", "H", "H", "H", "H", "H", "H", "H", "H", "H", "H"], "coordinates": [[0.107, -0.391, 1.210], [-2.573, 0.489, 1.100], [-1.516, -1.472, 2.789], [-0.622, 0.330, -1.976], [0.641, 1.048, -1.796], [3.054, 0.228, -1.088], [1.813, -0.119, -1.474], [-0.719, -1.220, 3.276], [-1.072, 0.290, -2.854], [3.416, 1.172, -0.925], [-2.806, 1.328, 1.444], [0.868, 1.737, -2.611], [3.850, -0.587, -1.007], [0.464, -1.043, 1.877], [0.625, 1.800, -0.952], [-1.758, 0.809, 0.708], [0.934, -0.160, 0.838], [-1.487, -0.654, 2.174], [1.448, -1.157, -1.176], [-0.593, -0.577, -1.606]], "forces_ev_per_a": [[0.8, -1.4, 1.4], [0.6, -0.2, -0.5], [0.7, 2.0, -0.7], [0.3, 1.7, 0.9], [1.0, -1.8, 1.1], [-0.1, -4.1, -0.8], [-1.1, 2.2, 1.3], [-0.3, -0.6, 0.7], [0.0, 0.4, -1.1], [0.6, 2.5, -0.2], [-1.4, 1.2, 1.1], [0.3, -0.7, -0.5], [-1.3, 1.0, 0.4], [-1.2, 0.7, -1.0], [-0.2, -1.1, -0.2], [0.6, -0.8, -0.8], [1.4, 1.1, -1.3], [-1.2, -2.0, 1.0], [0.4, 1.2, -1.5], [0.0, -1.2, 0.7]]}



[3]
{"formula": "C4H6F2O", "method": "the ωB97M-V functional and the def2-TZVPD basis", "e_homo_ev": -9.8478, "smiles": "CC(=O)C(C)(F)F", "elements": ["F", "F", "O", "C", "C", "C", "C", "H", "H", "H", "H", "H", "H"], "coordinates": [[0.595, -1.391, -0.491], [-1.429, -1.607, 0.241], [-0.766, 1.563, 0.696], [-0.860, 0.852, -1.596], [-0.669, 0.711, -0.134], [-0.296, -0.872, 0.405], [0.228, -0.940, 1.810], [-1.935, 0.862, -1.797], [1.191, -0.436, 1.854], [-0.469, -0.456, 2.480], [0.352, -1.984, 2.095], [-0.461, 1.816, -1.912], [-0.398, 0.042, -2.151]], "forces_ev_per_a": [[0.3, 0.0, 0.1], [-0.3, -0.1, 0.2], [0.0, 0.3, -0.1], [-0.2, 0.3, -0.4], [0.7, -2.6, 1.5], [-0.4, 2.2, -0.9], [0.0, -0.1, -0.4], [0.1, -0.1, 0.0], [0.0, 0.0, 0.0], [-0.1, 0.1, 0.1], [0.0, 0.0, 0.0], [0.0, 0.0, 0.0], [0.0, 0.0, 0.0]]}



[4]
{"formula": "C22H24N2O4", "method": "the ωB97M-V functional and the def2-TZVPD basis", "e_homo_ev": -8.0362, "smiles": "COc1ccc([C@@H](CC(=O)Nc2cc(OC)cc(OC)c2)n2cccc2)cc1", "elements": ["O", "O", "O", "O", "N", "N", "C", "C", "C", "C", "C", "C", "C", "C", "C", "C", "C", "C", "C", "C", "C", "C", "C", "C", "C", "C", "C", "C", "H", "H", "H", "H", "H", "H", "H", "H", "H", "H", "H", "H", "H", "H", "H", "H", "H", "H", "H", "H", "H", "H", "H", "H"], "coordinates": [[0.546, -2.568, -0.107], [4.951, 2.254, -0.522], [-7.429, 0.118, -0.216], [5.243, -2.494, 0.484], [-1.121, 0.969, 0.480], [1.115, -0.456, -0.764], [6.621, -2.438, 0.755], [5.212, -0.111, 0.002], [-1.201, -1.100, -0.835], [-4.079, -1.314, 0.304], [4.595, -1.352, 0.126], [-0.474, 1.397, 1.595], [6.318, 2.475, -0.282], [-1.795, -0.297, 0.347], [-5.455, -1.268, 0.170], [3.093, 0.855, -0.617], [-3.940, 1.046, -0.013], [-0.190, 2.926, -0.004], [-6.087, -0.051, -0.064], [-8.263, -1.013, -0.135], [0.247, -1.475, -0.532], [0.111, 2.604, 1.333], [4.452, 0.994, -0.370], [3.232, -1.495, -0.122], [-0.944, 1.898, -0.503], [-5.312, 1.105, -0.147], [2.485, -0.389, -0.492], [-3.301, -0.169, 0.203], [6.947, 1.898, -0.968], [6.842, -1.773, 1.597], [-5.811, 2.046, -0.314], [-8.025, -1.745, -0.914], [0.718, 0.430, -1.058], [-1.767, -2.024, -0.953], [6.591, 2.237, 0.751], [7.194, -2.118, -0.122], [2.779, -2.465, -0.015], [-1.381, 1.781, -1.476], [-6.019, -2.183, 0.256], [6.480, 3.538, -0.459], [-3.372, 1.961, -0.067], [-8.197, -1.491, 0.847], [-0.473, 0.810, 2.492], [-9.276, -0.643, -0.287], [0.691, 3.193, 2.016], [-1.591, -0.865, 1.265], [0.112, 3.807, -0.534], [2.525, 1.729, -0.894], [6.910, -3.455, 1.018], [6.266, -0.005, 0.193], [-3.606, -2.266, 0.500], [-1.276, -0.523, -1.756]], "forces_ev_per_a": [[0.1, -0.3, 0.2], [-0.3, -0.1, 0.0], [0.2, 0.2, 0.0], [-0.3, 0.1, -0.1], [0.0, 0.2, 0.1], [0.1, 0.3, -0.2], [0.2, 0.0, 0.0], [0.5, 0.0, 0.1], [0.1, -0.1, 0.3], [0.2, 0.2, 0.0], [-0.3, 0.2, -0.1], [0.1, 0.1, 0.4], [0.2, 0.0, 0.0], [-0.3, -0.6, -0.2], [-0.3, -0.1, 0.0], [0.2, 0.2, 0.0], [0.0, 0.0, 0.0], [0.0, 0.0, -0.1], [0.2, 0.1, 0.0], [-0.1, -0.2, 0.0], [-0.4, 0.2, -0.3], [0.1, 0.0, 0.2], [-0.4, -0.1, -0.1], [0.1, -0.3, 0.1], [-0.1, 0.2, -0.4], [-0.3, -0.1, 0.0], [0.5, -0.1, 0.1], [0.1, -0.1, 0.1], [0.0, 0.0, 0.0], [0.0, 0.0, 0.0], [-0.1, 0.1, 0.0], [0.0, 0.0, 0.0], [0.0, -0.2, 0.1], [0.1, 0.1, 0.0], [0.0, 0.0, 0.0], [0.0, 0.0, 0.0], [0.0, -0.1, 0.0], [-0.1, -0.1, -0.1], [-0.1, -0.1, 0.0], [0.0, -0.1, 0.0], [0.0, 0.1, 0.0], [0.0, 0.0, 0.0], [0.0, -0.2, 0.1], [0.1, -0.1, 0.0], [0.1, 0.1, 0.2], [0.0, 0.1, -0.2], [0.0, 0.1, -0.1], [-0.1, 0.1, 0.0], [0.0, 0.1, 0.0], [0.1, 0.0, 0.0], [0.1, -0.1, 0.0], [-0.1, 0.0, 0.0]]}



[5]
{"formula": "C4H6LiO5", "method": "the ωB97M-V functional and the def2-TZVPD basis", "e_homo_ev": [-8.3356, -8.3297], "spin_multiplicity": 2, "elements": ["O", "O", "O", "O", "O", "C", "C", "C", "C", "Li", "H", "H", "H", "H", "H", "H"], "coordinates": [[-0.219, -0.451, -1.159], [1.743, -1.860, 0.126], [-0.957, -0.168, 0.930], [1.685, -0.408, 0.197], [-2.358, -0.047, -0.816], [1.160, 1.562, -0.889], [-1.251, -0.216, -0.370], [-2.008, 0.247, 1.810], [1.140, 0.085, -0.946], [1.220, -1.346, 1.788], [-2.838, -0.466, 1.745], [1.384, 2.076, 0.045], [0.872, 2.132, -1.770], [-1.590, 0.242, 2.820], [1.699, -0.358, -1.782], [-2.327, 1.266, 1.565]], "forces_ev_per_a": [[0.3, 0.1, -0.5], [0.0, -0.2, 0.5], [0.8, -0.1, 1.0], [0.5, 0.3, 0.9], [0.1, -0.2, 0.5], [-0.2, 0.3, -0.1], [-0.7, 0.7, -1.2], [-0.3, -0.1, 0.0], [0.0, -0.6, 0.2], [-0.1, 0.0, -0.9], [0.1, 0.4, 0.0], [0.0, -0.2, -0.3], [0.1, -0.2, 0.3], [0.0, -0.1, -0.2], [-0.5, 0.2, -0.1], [-0.1, -0.3, 0.0]]}



Energy above the lowest of the compared OMol25 structures with the same formula, charge and spin per entry: 69.1 66.1 0.0 66.6 0.0 kcal per mole